[1]
{
  "formula": "C29H24F3NO2S",
  "method": "the ωB97M-V functional and the def2-TZVPD basis",
  "elements": ["C", "N", "C", "C", "C", "C", "C", "C", "C", "C", "C", "C", "C", "C", "C", "S", "O", "O", "C", "F", "F", "F", "C", "C", "C", "C", "C", "C", "C", "C", "C", "C", "C", "C", "C", "C", "H", "H", "H", "H", "H", "H", "H", "H", "H", "H", "H", "H", "H", "H", "H", "H", "H", "H", "H", "H", "H", "H", "H", "H"],
  "positions_angstrom": [[4.228, -3.803, 1.224], [3.384, -3.054, 2.161], [3.612, -3.197, 3.600], [2.464, -2.138, 1.731], [1.908, -2.212, 0.428], [0.764, -1.461, 0.160], [0.366, -0.413, 0.972], [-0.668, 0.542, 0.368], [-0.371, 1.140, -1.132], [0.075, 0.129, -2.214], [1.451, -0.228, -2.374], [1.872, -1.212, -3.286], [0.925, -1.777, -4.145], [-0.421, -1.439, -3.979], [-0.853, -0.570, -2.977], [-1.322, 2.494, -2.102], [-2.318, 3.181, -1.298], [-1.619, 2.040, -3.441], [-0.024, 3.874, -2.289], [-0.644, 5.041, -2.526], [0.826, 3.633, -3.307], [0.696, 4.021, -1.140], [-0.964, 1.764, 1.242], [-0.040, 2.679, 1.727], [-0.554, 3.889, 2.235], [-1.926, 4.172, 2.233], [-2.840, 3.241, 1.767], [-2.351, 2.058, 1.240], [-3.047, 0.920, 0.648], [-4.411, 0.702, 0.441], [-4.781, -0.535, -0.130], [-3.840, -1.508, -0.441], [-2.451, -1.295, -0.226], [-2.066, -0.075, 0.324], [1.006, -0.227, 2.206], [1.965, -1.150, 2.626], [3.786, -3.915, 0.224], [5.214, -3.327, 1.095], [4.361, -4.809, 1.629], [2.654, -3.302, 4.139], [4.204, -4.098, 3.764], [4.136, -2.324, 4.024], [2.312, -2.889, -0.322], [0.240, -1.680, -0.760], [0.508, 1.807, -0.915], [2.256, 0.281, -1.804], [2.921, -1.553, -3.299], [1.277, -2.540, -4.857], [-1.152, -1.882, -4.657], [-1.908, -0.395, -2.852], [1.045, 2.499, 1.794], [0.138, 4.651, 2.604], [-2.243, 5.159, 2.540], [-3.896, 3.515, 1.738], [-5.158, 1.459, 0.670], [-5.823, -0.747, -0.309], [-4.171, -2.480, -0.838], [-1.754, -2.118, -0.465], [0.693, 0.569, 2.874], [2.330, -1.106, 3.653]],
  "multiplicity": 1,
  "e_above_lowest_kcal_mol": 0.0,
  "smiles": "CN(C)c1ccc(C2([C@@H](c3ccccc3)S(=O)(=O)C(F)(F)F)c3ccccc3-c3ccccc32)cc1",
  "homo_ev": -7.60
}

[2]
{
  "formula": "C29H24N4O2PbS5",
  "method": "the ωB97M-V functional and the def2-TZVPD basis",
  "elements": ["Pb", "O", "C", "N", "C", "O", "C", "C", "C", "C", "C", "N", "C", "C", "C", "C", "C", "N", "H", "H", "H", "H", "H", "H", "H", "H", "C", "C", "C", "C", "C", "C", "C", "C", "S", "C", "N", "C", "C", "C", "C", "C", "C", "C", "C", "H", "H", "H", "H", "H", "H", "H", "H", "H", "H", "H", "H", "H", "H", "H", "H", "S", "S", "S", "S"],
  "positions_angstrom": [[-0.019, 0.822, -0.385], [2.435, 2.154, 3.073], [1.765, 2.232, 2.061], [1.941, 1.558, 0.875], [3.179, 1.039, 0.604], [4.242, 1.342, 1.107], [3.210, 0.012, -0.524], [4.417, -0.605, -0.828], [4.448, -1.545, -1.842], [3.277, -1.840, -2.528], [2.118, -1.180, -2.166], [2.090, -0.276, -1.187], [0.571, 3.169, 2.088], [0.455, 4.084, 3.126], [-0.606, 4.973, 3.108], [-1.515, 4.916, 2.063], [-1.332, 3.949, 1.088], [-0.313, 3.095, 1.104], [5.289, -0.327, -0.256], [5.373, -2.045, -2.096], [3.257, -2.570, -3.325], [1.173, -1.382, -2.655], [1.199, 4.076, 3.908], [-0.720, 5.708, 3.895], [-2.352, 5.599, 2.005], [-2.022, 3.848, 0.256], [-2.117, 0.705, -6.091], [-3.263, -0.298, -5.963], [-3.155, -1.302, -7.119], [-4.589, 0.467, -6.074], [-3.224, -1.050, -4.633], [-4.210, -2.020, -4.365], [-4.245, -2.734, -3.187], [-3.263, -2.479, -2.234], [-3.018, -3.178, -0.669], [-1.641, -2.132, -0.437], [-1.370, -1.359, -1.441], [-2.273, -1.526, -2.476], [-2.255, -0.811, -3.676], [-0.863, -2.107, 0.811], [-0.945, -3.191, 1.685], [-0.211, -3.195, 2.859], [0.614, -2.117, 3.144], [0.687, -1.039, 2.268], [-0.056, -0.993, 1.089], [-2.187, 1.214, -7.053], [-1.143, 0.214, -6.045], [-2.157, 1.467, -5.309], [-3.184, -0.776, -8.076], [-3.974, -2.022, -7.109], [-2.217, -1.859, -7.063], [-4.630, 1.010, -7.020], [-4.689, 1.187, -5.260], [-5.447, -0.205, -6.035], [-4.973, -2.219, -5.107], [-5.017, -3.474, -3.014], [-1.478, -0.074, -3.820], [-1.569, -4.043, 1.441], [-0.273, -4.036, 3.536], [1.204, -2.110, 4.053], [1.343, -0.218, 2.532], [-2.043, 0.624, 2.976], [-3.357, 1.978, 3.169], [-4.338, 2.119, 1.409], [-3.524, 0.895, 0.184]],
  "multiplicity": 1,
  "homo_ev": -8.03
}

[3]
{
  "formula": "C29H25AsCl3CrF11GeO3SSe2Si",
  "method": "the ωB97M-V functional and the def2-TZVPD basis",
  "elements": ["Cr", "O", "C", "C", "C", "O", "C", "Se", "C", "Se", "H", "H", "H", "H", "H", "H", "H", "H", "H", "H", "F", "C", "C", "F", "C", "F", "C", "S", "C", "F", "C", "F", "Cl", "Ge", "Cl", "Cl", "F", "As", "F", "F", "F", "F", "F", "O", "Si", "C", "C", "C", "C", "C", "C", "C", "C", "C", "C", "C", "C", "C", "C", "C", "C", "C", "C", "H", "H", "H", "H", "H", "H", "H", "H", "H", "H", "H", "H", "H", "H", "H"],
  "positions_angstrom": [[-0.653, -0.320, 1.112], [-4.996, -1.614, -1.666], [-5.477, -0.287, -1.765], [-4.494, 0.726, -1.167], [-5.122, 2.101, -1.537], [-4.277, 3.213, -1.481], [-3.092, 0.608, -1.759], [-2.096, -0.906, -0.990], [-4.393, 0.635, 0.355], [-3.434, -0.975, 0.956], [-5.697, -2.224, -1.912], [-6.437, -0.179, -1.244], [-5.634, -0.028, -2.819], [-6.013, 2.240, -0.909], [-5.463, 2.052, -2.573], [-3.789, 3.261, -0.644], [-2.515, 1.511, -1.570], [-3.122, 0.410, -2.831], [-5.379, 0.562, 0.815], [-3.891, 1.508, 0.765], [-0.742, -7.247, 3.261], [-0.465, -6.113, 2.608], [-1.464, -5.426, 1.946], [-2.717, -5.900, 1.952], [-1.158, -4.261, 1.270], [-2.164, -3.644, 0.628], [0.120, -3.723, 1.236], [0.554, -2.243, 0.396], [1.104, -4.446, 1.907], [2.363, -4.008, 1.927], [0.826, -5.620, 2.581], [1.797, -6.283, 3.220], [-3.233, 2.461, 3.156], [-1.382, 2.037, 1.982], [0.133, 3.129, 3.093], [-1.762, 3.539, 0.344], [-1.300, -1.859, 3.001], [-0.267, -1.168, 4.261], [-1.059, -2.072, 5.478], [0.877, -2.416, 3.962], [0.819, -0.389, 5.326], [0.451, -0.252, 2.849], [-1.391, 0.127, 4.406], [0.611, 0.698, 0.274], [1.946, 1.038, -0.577], [2.508, 2.780, -0.188], [3.713, 3.033, 0.468], [4.088, 4.328, 0.803], [3.260, 5.394, 0.485], [2.060, 5.163, -0.174], [1.693, 3.869, -0.507], [1.504, 0.913, -2.406], [1.812, 1.893, -3.349], [1.434, 1.759, -4.680], [0.738, 0.633, -5.095], [0.435, -0.365, -4.177], [0.818, -0.225, -2.851], [3.325, -0.165, -0.195], [4.123, -0.720, -1.194], [5.118, -1.640, -0.887], [5.325, -2.021, 0.431], [4.540, -1.479, 1.440], [3.550, -0.560, 1.128], [4.365, 2.207, 0.727], [5.024, 4.503, 1.321], [3.546, 6.403, 0.755], [1.402, 5.990, -0.414], [0.746, 3.702, -1.006], [2.346, 2.784, -3.037], [1.678, 2.537, -5.392], [0.439, 0.530, -6.131], [-0.093, -1.256, -4.496], [0.602, -1.027, -2.151], [3.958, -0.442, -2.229], [5.723, -2.068, -1.678], [6.090, -2.749, 0.671], [4.682, -1.789, 2.467], [2.922, -0.168, 1.921]],
  "total_charge": -1,
  "multiplicity": 4,
  "e_above_lowest_kcal_mol": 0.0,
  "homo_ev": [-5.76, -5.94]
}

Question: Which value of multiplicity does entry 1 give?
Answer: 1

Copy entry 1 word for word.
{
  "formula": "C29H24F3NO2S",
  "method": "the ωB97M-V functional and the def2-TZVPD basis",
  "elements": ["C", "N", "C", "C", "C", "C", "C", "C", "C", "C", "C", "C", "C", "C", "C", "S", "O", "O", "C", "F", "F", "F", "C", "C", "C", "C", "C", "C", "C", "C", "C", "C", "C", "C", "C", "C", "H", "H", "H", "H", "H", "H", "H", "H", "H", "H", "H", "H", "H", "H", "H", "H", "H", "H", "H", "H", "H", "H", "H", "H"],
  "positions_angstrom": [[4.228, -3.803, 1.224], [3.384, -3.054, 2.161], [3.612, -3.197, 3.600], [2.464, -2.138, 1.731], [1.908, -2.212, 0.428], [0.764, -1.461, 0.160], [0.366, -0.413, 0.972], [-0.668, 0.542, 0.368], [-0.371, 1.140, -1.132], [0.075, 0.129, -2.214], [1.451, -0.228, -2.374], [1.872, -1.212, -3.286], [0.925, -1.777, -4.145], [-0.421, -1.439, -3.979], [-0.853, -0.570, -2.977], [-1.322, 2.494, -2.102], [-2.318, 3.181, -1.298], [-1.619, 2.040, -3.441], [-0.024, 3.874, -2.289], [-0.644, 5.041, -2.526], [0.826, 3.633, -3.307], [0.696, 4.021, -1.140], [-0.964, 1.764, 1.242], [-0.040, 2.679, 1.727], [-0.554, 3.889, 2.235], [-1.926, 4.172, 2.233], [-2.840, 3.241, 1.767], [-2.351, 2.058, 1.240], [-3.047, 0.920, 0.648], [-4.411, 0.702, 0.441], [-4.781, -0.535, -0.130], [-3.840, -1.508, -0.441], [-2.451, -1.295, -0.226], [-2.066, -0.075, 0.324], [1.006, -0.227, 2.206], [1.965, -1.150, 2.626], [3.786, -3.915, 0.224], [5.214, -3.327, 1.095], [4.361, -4.809, 1.629], [2.654, -3.302, 4.139], [4.204, -4.098, 3.764], [4.136, -2.324, 4.024], [2.312, -2.889, -0.322], [0.240, -1.680, -0.760], [0.508, 1.807, -0.915], [2.256, 0.281, -1.804], [2.921, -1.553, -3.299], [1.277, -2.540, -4.857], [-1.152, -1.882, -4.657], [-1.908, -0.395, -2.852], [1.045, 2.499, 1.794], [0.138, 4.651, 2.604], [-2.243, 5.159, 2.540], [-3.896, 3.515, 1.738], [-5.158, 1.459, 0.670], [-5.823, -0.747, -0.309], [-4.171, -2.480, -0.838], [-1.754, -2.118, -0.465], [0.693, 0.569, 2.874], [2.330, -1.106, 3.653]],
  "multiplicity": 1,
  "e_above_lowest_kcal_mol": 0.0,
  "smiles": "CN(C)c1ccc(C2([C@@H](c3ccccc3)S(=O)(=O)C(F)(F)F)c3ccccc3-c3ccccc32)cc1",
  "homo_ev": -7.60
}